The following is a quantum chemistry calculation of a 3-piece molecular cluster, C13H29F3O11P2S overall in a non-equilibrium geometry, from the Open Molecules 2025 dataset.

As for the largest force on an atom: 9.621 eV/Å. The lowest unoccupied orbital energy is -3.165 eV. The energy comes out at -74032.0745 eV. The structure (SMILES) is O=S1(=O)CCC[C@@H](CCC(F)(F)F)O1.COP(=O)(OC)OC.COP(=O)(OC)OC. As for the total charge: 0. The value obtained for the gap between HOMO and LUMO is 6.36 eV.

Each line ends with the Mulliken charge.
Atoms and positions in Å:
O (-2.74, 0.66, 3.68)  -0.656
S (-2.14, -0.42, 2.80)  1.217
O (-1.05, -1.09, 3.61)  -0.647
C (-1.34, 0.29, 1.31)  -0.197
C (-1.74, -0.40, -0.07)  -0.269
C (-3.15, -1.14, -0.08)  -0.732
C (-4.03, -0.89, 1.23)  0.355
C (-5.45, -1.58, 0.94)  -0.977
C (-6.70, -0.65, 1.29)  -0.814
C (-6.95, 0.52, 0.27)  0.811
F (-7.84, 0.22, -0.76)  -0.269
F (-5.80, 1.03, -0.33)  -0.235
F (-7.49, 1.60, 1.01)  -0.292
O (-3.35, -1.51, 2.36)  -0.451
H (-1.49, 1.42, 1.20)  0.392
H (-0.21, 0.15, 1.43)  -0.055
H (-1.75, 0.41, -0.89)  0.145
H (-0.96, -1.15, -0.43)  0.176
H (-3.05, -2.25, -0.32)  0.311
H (-3.75, -0.68, -0.94)  0.303
H (-4.11, 0.22, 1.44)  0.427
H (-5.51, -2.48, 1.65)  0.351
H (-5.46, -2.01, -0.10)  0.397
H (-7.62, -1.33, 1.26)  0.373
H (-6.67, -0.25, 2.35)  0.336
C (0.62, 4.09, -2.74)  -0.600
O (0.43, 3.06, -3.71)  -0.489
P (1.05, 1.50, -3.36)  0.894
O (0.25, 1.40, -2.08)  -0.423
O (2.55, 2.13, -3.05)  -0.216
C (3.29, 2.69, -4.13)  -0.904
O (1.65, -0.09, -3.09)  -0.160
C (2.44, -0.65, -4.14)  -0.770
H (-0.35, 4.55, -2.55)  0.255
H (1.04, 3.72, -1.81)  0.285
H (1.29, 4.84, -3.17)  0.256
H (3.60, 3.70, -3.85)  0.267
H (2.70, 2.74, -5.05)  0.411
H (4.18, 2.09, -4.30)  0.304
H (3.45, -0.24, -4.11)  0.274
H (1.99, -0.45, -5.11)  0.356
H (2.50, -1.73, -3.99)  0.248
C (3.69, -0.34, -0.28)  -0.409
O (2.88, -0.97, 0.71)  -0.435
P (3.22, -0.65, 2.36)  1.328
O (3.03, 0.85, 2.23)  -0.652
O (4.80, -1.07, 2.16)  -0.386
C (5.11, -2.42, 1.82)  -0.821
O (3.46, -0.54, 4.06)  -0.325
C (3.54, -1.78, 4.77)  -0.678
H (3.03, 0.15, -1.00)  -0.041
H (4.37, 0.40, 0.14)  0.405
H (4.27, -1.11, -0.80)  0.246
H (5.74, -2.42, 0.93)  0.266
H (4.21, -3.01, 1.62)  0.380
H (5.67, -2.88, 2.64)  0.299
H (4.53, -2.22, 4.65)  0.247
H (2.78, -2.48, 4.42)  0.315
H (3.37, -1.58, 5.83)  0.269